# 1
84
Properties=species:S:1:pos:R:3 method="wB97M-V/def2-TZVPD" gap_ev="4.437 / 8.141" multiplicity=2 total_energy_ev=-147020.7345 s_squared=0.753 homo_ev="-4.62 / -8.31"
H 0.913 3.223 -0.294
H 3.581 -1.257 -2.503
Cl 0.830 -0.522 2.593
N -2.828 -1.406 -1.761
C -3.794 -1.024 -0.886
C -1.705 -3.420 3.876
H 1.807 3.181 -1.830
H -0.015 3.282 2.186
H 1.297 -3.289 1.180
H 2.591 3.762 -0.295
H -2.997 1.194 4.703
H 0.619 -2.303 -2.917
H 4.347 -0.726 0.893
C -2.189 3.294 -2.760
H -1.370 0.535 4.382
C -5.127 -1.572 -1.107
Si 2.521 1.389 -0.195
C -0.327 1.253 -2.581
O -1.162 1.287 1.476
H 3.396 -3.062 -2.280
H -1.622 3.333 -4.877
Cl -2.216 -4.155 5.328
C 3.606 -2.087 -1.738
H -2.493 2.798 -0.638
C 1.901 3.069 -0.766
H 0.656 2.886 4.348
H 3.642 2.342 1.701
C 4.295 1.279 -0.843
H -1.424 4.305 2.709
H 0.609 -3.438 -0.480
H 0.085 -1.421 -4.351
H -2.266 -2.328 -3.532
H 1.858 -1.748 -4.149
Si 2.374 -1.633 -0.330
C -0.363 3.331 4.336
C -1.985 1.436 4.364
C 0.948 -1.495 -3.572
C -0.473 -1.661 2.655
C -0.851 3.401 2.906
H 5.060 1.000 -0.039
H 2.048 2.050 2.302
H -0.183 1.379 -4.678
N -1.053 1.534 -1.487
C -0.597 1.831 -3.783
C 3.684 -1.586 1.038
C -1.493 2.867 -3.916
H 4.408 0.616 -1.689
C -1.120 -2.040 1.492
C -1.352 2.565 5.219
Cl -2.885 -5.502 2.616
H 3.286 -1.614 2.087
S -3.495 0.022 0.440
H 1.849 1.091 -4.591
C -2.144 -3.935 2.655
Si 1.187 0.037 -2.563
C -0.875 -2.249 3.890
H 2.230 -4.004 -0.166
C -3.085 -2.114 -2.882
C 1.423 -0.077 -0.722
C -4.362 -2.585 -3.194
H -0.786 2.242 6.157
Hf -0.837 -0.202 0.199
H 4.709 2.238 -1.203
C 2.839 1.607 1.670
H -2.841 4.111 -2.733
H -2.106 3.293 5.613
H 4.644 -2.126 -1.327
S -2.062 2.021 2.624
C -5.385 -2.338 -2.203
C -1.819 -3.271 1.467
H 3.250 0.813 2.248
H 2.734 2.014 -3.386
H 3.272 0.369 -3.867
H -0.185 4.402 4.613
H 4.233 -2.561 0.935
H -4.519 -3.143 -4.114
O -1.552 -1.153 -1.414
C 2.386 0.991 -3.648
Cl -0.329 -1.680 5.444
C -1.972 2.572 -1.572
H -5.848 -1.348 -0.346
H -6.338 -2.866 -2.213
Cl -2.187 -4.088 -0.038
C 1.500 -3.214 0.113

=====

# 2
22
Properties=species:S:1:pos:R:3 method="wB97M-V/def2-TZVPD" gap_ev=6.897 total_energy_ev=-33549.0013 homo_ev=-6.71
S -1.130 -1.726 1.227
H 0.405 1.328 0.099
H 0.719 -0.321 -2.163
S 3.100 -1.941 -0.991
N -0.023 -0.398 1.121
N 1.580 -1.695 2.334
C 1.255 -0.637 1.556
O -1.597 2.945 -1.050
C -1.427 0.520 -0.715
H 2.570 -1.878 2.411
H -0.686 1.666 -2.404
C -1.526 1.694 -1.695
C 0.918 -0.378 -1.101
C -0.021 0.342 -0.152
H -0.784 3.103 -0.554
H 1.909 0.222 1.589
H -1.731 -0.398 -1.223
H -2.459 1.614 -2.260
H -2.123 0.704 0.106
H 1.017 -2.524 2.190
N 1.864 -1.041 -0.571
H -1.830 -1.200 2.246

=====

# 3
13
Properties=species:S:1:pos:R:3 method="wB97M-V/def2-TZVPD" gap_ev=10.808 total_energy_ev=-5193.3661 charge=+1 homo_ev=-15.36
C -1.623 -0.454 -0.029
H 0.759 1.378 -1.721
N -0.359 0.140 -0.557
H -2.472 -0.125 -0.629
H 0.529 -0.018 0.045
H 1.724 -1.198 1.736
H 1.632 0.428 1.841
N 1.809 -0.346 1.218
H -1.631 -1.517 -0.068
H -1.110 1.156 -2.140
C -0.219 0.934 -1.547
H 2.769 -0.244 0.860
H -1.807 -0.134 0.991